[1]
A structure of composition C19H26BF4N2O2RuSSi2, computed with wB97M-V/def2-TZVPD.

```
58
Properties=species:S:1:pos:R:3:forces:R:3
Ru -0.6603 0.0350 -0.3127 0.34 0.20 -0.03
S 0.5671 -1.3285 -1.6356 -0.02 0.00 -0.03
Si 1.5841 2.0213 0.5486 0.05 -0.15 -0.09
Si -2.2448 -2.2864 0.8404 -0.06 -0.07 -0.05
F -1.9623 3.1404 2.6689 0.03 -0.01 -0.02
F -3.5416 3.0957 1.0003 0.00 -0.01 0.01
F -3.5403 1.4689 2.6255 0.00 0.01 0.05
F -1.8576 1.5188 1.0387 -0.09 -0.06 -0.12
O -2.2155 1.1809 -4.0854 0.02 0.05 0.00
O -1.7088 0.5552 -2.0173 -0.03 0.29 0.13
N 0.8238 0.4978 0.8639 -0.19 -0.10 0.18
N -0.7458 -1.4694 1.0321 -0.19 0.22 0.15
C 0.4232 1.1838 -4.8593 0.01 0.02 0.00
C 1.6825 1.0093 -5.4062 -0.01 0.01 -0.01
C 1.7338 3.0853 2.0892 -0.01 0.04 -0.01
C 0.9145 -0.3598 -3.0647 0.01 0.02 -0.06
C 1.6115 -2.4099 3.7446 0.00 -0.01 0.03
C 0.0208 0.5215 -3.7009 -0.01 0.05 0.06
C -3.6418 -1.0702 0.5657 -0.07 0.02 0.00
C -1.4121 0.7820 -3.2491 0.03 -0.34 -0.03
C 0.5137 -2.5005 2.8948 -0.01 0.02 -0.02
C 0.2746 -1.5097 1.9361 0.12 -0.14 -0.06
C 2.1819 -0.5400 -3.6425 -0.01 0.01 0.01
C 3.3058 1.7360 -0.1716 -0.02 0.10 0.00
C 1.1804 -0.4190 1.8399 -0.13 -0.07 -0.19
C 2.5641 0.1294 -4.7890 0.03 0.00 -0.01
C 2.2843 -0.3560 2.6856 -0.04 -0.01 0.00
C 2.4980 -1.3460 3.6434 0.01 0.00 0.01
C -2.2265 -3.4449 -0.6460 0.08 -0.02 0.01
C -2.7288 -3.3473 2.3295 0.08 0.01 0.03
C 0.6049 2.9646 -0.7386 -0.03 0.04 0.00
B -2.7498 2.3204 1.8481 0.04 0.10 0.00
H -0.1677 -3.3380 2.9731 0.05 0.01 0.02
H 0.7509 3.1935 2.5526 -0.04 0.01 0.00
H -0.4661 2.9884 -0.5280 0.01 -0.03 0.04
H 2.0929 4.0805 1.8065 0.00 0.00 0.03
H -3.7458 -3.7193 2.1747 -0.01 0.00 0.01
H 1.9740 1.5483 -6.3002 -0.01 0.00 0.00
H 1.7741 -3.1818 4.4898 0.00 0.00 -0.01
H 2.9781 0.4719 2.6018 0.01 0.00 0.00
H -3.1003 -4.1049 -0.6281 -0.02 0.01 -0.01
H 2.8725 -1.2126 -3.1477 0.00 -0.01 0.00
H -3.4896 -0.4039 -0.2879 0.07 -0.03 0.01
H 0.9550 4.0027 -0.7403 0.04 -0.01 -0.04
H 3.3564 -1.2835 4.3029 0.00 0.00 0.00
H 2.4214 2.6750 2.8312 -0.02 -0.02 -0.02
H 3.5585 -0.0256 -5.1946 0.00 0.00 0.00
H -3.7965 -0.4406 1.4439 0.00 -0.02 -0.04
H 3.2239 1.1004 -1.0574 -0.02 0.00 0.00
H -1.3240 -4.0611 -0.6579 -0.01 -0.02 0.01
H -4.5657 -1.6249 0.3616 0.02 -0.06 0.05
H -2.0692 -4.2100 2.4509 -0.04 -0.02 -0.01
H 3.7568 2.6877 -0.4722 0.03 -0.02 -0.01
H -0.3036 1.8379 -5.3232 0.00 0.00 -0.01
H -2.7120 -2.7713 3.2574 0.01 0.01 -0.01
H 3.9794 1.2460 0.5340 0.00 -0.02 0.02
H 0.7534 2.5590 -1.7436 -0.01 -0.01 0.03
H -2.2397 -2.8723 -1.5757 0.01 0.01 0.01
```
Forces are in eV/Å.

Values from the calculation:
* HOMO-LUMO gap (alpha / beta): 5.868 / 6.114 eV
* ⟨S²⟩: 0.758
* 2S+1: 2
* strongest force on any atom: 0.008 hartree/bohr
* E: -67932.303 eV
* ΔE to the lowest compared entry with this formula, charge and spin: 0.000 eV
* net charge: -2
* LUMO level (alpha / beta): 0.1755 / 0.1754 Ha

Atom charges from the Löwdin analysis, given in e for atoms 1 to 5:
1 Ru 1.049
2 S 0.659
3 Si 0.397
4 Si 0.367
5 F 0.094



[2]
A cluster of 4 separate species, C17H38N2O13P2S2 in total, computed with wB97M-V/def2-TZVPD.

```
74
Properties=species:S:1:pos:R:3:forces:R:3
S 1.2645 -2.1936 2.8282 0.10 -0.08 -0.05
S 3.1679 -1.4954 -0.7444 -0.03 0.05 0.12
P 2.4565 -0.1738 0.4605 0.00 -0.08 -0.12
P -2.0152 -1.4384 1.4402 -0.11 -0.16 -0.07
O 0.6372 -2.7329 3.9822 0.09 0.04 -0.05
O 2.4346 4.9481 6.1654 0.02 0.00 0.00
O 0.4130 -2.5552 1.5312 0.15 -0.01 -0.02
O 0.9940 -0.6314 2.7784 0.02 -0.07 -0.05
O 1.8882 -5.4338 -7.2865 -0.01 0.01 -0.01
O 4.1704 6.3839 6.3296 0.00 -0.02 0.00
O 4.5732 4.3348 5.7760 -0.02 0.02 0.05
O 0.1280 -4.8630 -8.5816 0.02 0.01 0.01
O 2.6403 -2.4435 2.5686 -0.21 -0.04 0.08
O -2.2629 -0.0774 -3.1487 0.05 -0.01 0.13
O -2.1021 -1.4904 -4.9032 -0.01 0.03 0.06
O 0.9067 -3.5446 -6.9209 0.00 -0.02 0.00
O -2.5585 0.5835 -5.2867 0.00 -0.03 0.03
N -0.1529 -1.5597 -0.5165 0.09 -0.07 0.05
N 0.1698 1.0351 1.2946 -0.23 -0.17 0.20
C 4.1050 3.0066 5.5249 0.01 -0.07 -0.04
C -2.0989 -0.9671 3.2184 0.15 0.03 0.11
C 0.8085 2.1081 2.0744 0.08 0.12 -0.17
C 0.7422 -0.2443 1.3644 0.05 0.03 -0.06
C -2.6970 -0.0177 0.4444 -0.14 0.11 -0.20
C -2.7968 1.9142 -4.8116 -0.01 0.02 -0.01
C 0.1972 2.3453 3.4643 0.08 -0.04 -0.07
C -3.7040 0.8776 1.1686 0.01 0.02 -0.13
C -1.7821 -2.5490 -3.9894 0.02 -0.02 -0.01
C -0.1951 -1.3892 0.9064 -0.19 0.26 0.01
C -0.1122 -2.5906 -7.2431 0.00 0.05 -0.01
C 1.9966 -6.6539 -8.0283 0.02 -0.01 0.01
C 3.2428 7.4142 6.6897 0.01 0.01 0.00
C -3.5205 -1.1097 3.7876 0.03 0.10 0.02
C -2.3042 -0.3065 -4.3321 0.01 -0.02 -0.06
C 0.8994 -4.6355 -7.6855 -0.01 -0.01 0.00
C 3.6113 5.1981 6.0996 -0.01 0.00 -0.04
H 3.2390 0.1145 1.5929 0.00 0.02 0.00
H -0.6938 -2.3732 -0.7895 -0.02 0.04 0.01
H -4.0451 -0.1545 3.8024 0.01 -0.03 -0.05
H -3.4793 -1.4721 4.8149 -0.03 -0.02 -0.03
H 0.0042 -2.2363 -8.2657 0.00 -0.03 -0.01
H -1.9194 0.6063 -0.0051 -0.04 -0.09 0.06
H -2.5956 -2.6976 -3.2815 0.00 0.01 0.00
H 3.3882 3.0086 4.7049 -0.01 -0.02 0.01
H 3.8446 8.3043 6.8422 0.00 0.00 0.00
H 1.8673 1.8653 2.1700 -0.02 0.05 0.00
H 2.1855 -6.4449 -9.0796 -0.01 0.00 0.00
H -1.4459 -1.6983 3.7039 -0.06 0.07 -0.04
H -1.1008 -3.0298 -7.1245 0.00 0.00 -0.03
H -4.1249 -1.8067 3.2027 0.04 -0.05 0.07
H -3.1909 -0.4913 -0.4066 0.00 0.06 0.00
H -0.8266 0.9911 1.4780 0.15 0.06 0.11
H -4.5963 0.3237 1.4621 0.06 0.00 0.09
H 2.8348 -7.1855 -7.5893 0.00 0.00 0.00
H -2.9853 2.5083 -5.6998 0.00 0.00 0.01
H -4.0277 1.6783 0.5007 0.01 -0.02 0.02
H -1.6785 0.0123 3.4578 -0.06 -0.08 -0.05
H -3.6612 1.9324 -4.1504 0.01 0.00 0.00
H 0.7572 3.0239 1.4827 -0.03 -0.04 0.00
H 4.9833 2.4271 5.2590 0.01 0.03 0.00
H 0.0185 -1.7726 -6.5430 0.01 -0.01 0.00
H 2.7153 7.1489 7.6039 0.00 0.00 -0.01
H 2.5216 7.5737 5.8903 0.00 -0.01 0.01
H -3.2749 1.3456 2.0576 -0.04 -0.04 0.02
H -1.6493 -3.4334 -4.6046 0.00 0.00 0.01
H 0.8870 2.0577 4.2571 -0.08 -0.02 0.03
H -0.8601 -2.3236 -3.4550 0.00 0.00 -0.01
H 2.2786 1.0987 -0.1084 -0.01 0.01 0.05
H 3.6345 2.5902 6.4138 -0.02 0.02 0.00
H 1.0833 -7.2386 -7.9359 0.00 0.01 -0.01
H -0.7122 1.7564 3.5923 0.04 0.10 0.02
H -0.0596 3.3954 3.5997 0.03 -0.02 0.06
H -0.5357 -0.7469 -0.9894 0.04 -0.02 -0.04
H -1.9246 2.2895 -4.2798 0.00 -0.01 0.00
```
Forces are in eV/Å.

Values from the calculation:
* HOMO-LUMO gap: 8.777 eV
* strongest force on any atom: 0.007 hartree/bohr
* E: -88089.990 eV
* structure (SMILES): CCN[C@@]1([PH2]=S)OS(=O)(=O)O[C@@]1(N)P(CC)CC.COC(=O)OC.COC(=O)OC.COC(=O)OC
* net charge: 0
* LUMO level: 0.0137 Ha

Atom charges from the Löwdin analysis, given in e for atoms 1 to 5:
1 S 0.554
2 S 0.168
3 P 0.413
4 P 1.088
5 O -0.219



[3]
A cluster of 2 separate species, C4H5F2N in total in a non-equilibrium geometry, computed with wB97M-V/def2-TZVPD.

```
12
Properties=species:S:1:pos:R:3:forces:R:3
F -1.5493 -1.3180 -0.0853 -0.03 1.33 -0.63
F -2.8310 0.4912 -0.1239 -0.10 -0.07 0.25
N -0.3464 1.9810 0.6362 -1.55 -0.17 -0.71
C 1.3671 -0.8104 0.7311 -2.17 2.65 2.65
C 2.0466 -0.9406 -0.3593 -0.39 -1.17 -0.99
C -1.5725 0.0305 -0.4018 -0.87 -0.69 1.29
C -0.5590 0.7785 0.3802 2.91 0.00 0.89
H 2.9164 -1.6483 -0.2233 -0.57 1.07 -1.04
H -1.0886 2.7085 0.3282 1.12 -1.54 0.50
H 1.5662 -0.9019 1.8519 -0.41 -0.16 -1.93
H -1.4472 0.2355 -1.4363 0.43 -0.52 -1.17
H 1.4978 -0.6060 -1.2976 1.64 -0.71 0.88
```
Forces are in eV/Å.

Values from the calculation:
* HOMO-LUMO gap (alpha / beta): 8.363 / 8.597 eV
* strongest force on any atom: 0.084 hartree/bohr
* E: -11148.516 eV
* ΔE to the lowest compared entry with this formula, charge and spin: 4.966 eV
* net charge: 0
* LUMO level (alpha / beta): -0.0042 / 0.0046 Ha

Atom charges from the Löwdin analysis, given in e for atoms 1 to 5:
1 F 0.030
2 F 0.041
3 N 0.104
4 C -0.010
5 C -0.123